Below is a 11-piece molecular cluster, C54H141N11O16 overall at a distorted geometry, with properties calculated with ωB97M-V/def2-TZVPD.

```
222
Properties=species:S:1:pos:R:3:forces:R:3
O -0.46914 -7.06976 4.24018 0.1051 0.0245 0.0034
O 5.72812 -2.19034 4.21206 0.9917 0.0161 0.5781
O -7.10790 -1.74002 4.21971 0.7369 0.1166 -0.4117
O -4.30065 -3.80443 3.92028 0.7994 -0.9427 0.8528
O 4.70409 -2.13127 -2.07278 0.3981 -0.0646 -0.0524
O 3.11096 1.48887 -3.99771 -1.0950 0.1677 0.0077
O -1.09303 -2.86799 -8.03363 -0.7497 -0.5197 -0.3714
O 0.40356 8.05399 -2.37995 -0.1382 -0.2333 0.6854
O 2.68346 -3.13653 1.68157 -0.2568 -0.3457 -0.2321
O 0.26483 0.60342 1.68916 -0.5891 -0.0376 -0.6001
O 5.06026 5.98746 -2.11766 -0.1674 0.6462 -0.3096
O 4.24117 5.16113 1.79253 0.2294 0.4071 0.1255
O 2.10234 -0.10915 5.65463 0.1440 1.1725 1.1857
O -5.90142 0.94653 -4.43913 0.2677 -0.0507 -0.0811
O -4.56839 0.54364 -0.12863 0.0327 -0.4221 0.0283
O -1.43285 1.22100 -4.20859 0.0411 0.4008 -0.3160
N -8.76407 -1.31809 -4.61875 0.3312 0.0280 0.1931
N 2.02863 5.44282 -1.55550 0.4646 0.1397 0.4819
N -6.80128 0.20962 1.86260 -0.6707 -0.7595 0.1000
N -0.02011 0.89858 -1.14947 0.3638 0.4170 0.0004
N 5.15250 -1.09041 1.52644 -0.6584 -1.1973 -0.1934
N -1.59420 -3.64658 -4.45035 -0.4566 -0.8856 0.0772
N 0.07835 -4.15480 2.95742 0.1745 0.0663 0.4699
N -1.96394 -2.20672 4.35138 -0.9597 -0.8327 0.8735
N 6.09341 4.08099 0.13181 -1.0007 -0.2757 -0.9937
N -0.71663 -0.50552 6.59435 -0.1822 1.3175 -1.2004
N 0.99601 1.76060 -6.10995 0.6634 0.3008 0.4055
C -3.33909 -1.65315 4.02236 2.1597 -0.4225 0.1550
C 1.34561 1.09710 0.90003 -0.1340 -0.7343 0.5763
C 1.24149 0.57430 -0.50876 0.2337 0.7675 -0.1276
C 5.93352 -2.49260 -2.66136 -0.7070 -1.1010 -0.6760
C 3.58644 0.26929 -4.46741 1.1586 -1.2066 1.2784
C 5.23393 -1.98834 0.33704 0.8898 -0.6807 0.6902
C 6.02521 -3.03139 5.32184 0.3786 -0.1169 -0.6284
C 0.65584 -6.66902 4.96719 0.6468 0.3945 0.3973
C -3.16021 -0.28824 3.41581 0.1431 0.7320 -0.6060
C -1.65280 -3.94447 -5.89609 1.0248 0.4117 -0.5689
C -0.95361 -5.15842 2.70200 0.0074 0.3066 -0.9792
C 1.04265 7.05903 -3.18642 -0.7175 0.2899 0.2601
C -1.47110 0.31422 -3.10395 0.1709 0.2384 -1.5639
C -4.60796 0.86738 -3.87950 0.5728 -0.2469 0.2502
C 3.48665 -3.80432 2.64216 -0.3525 0.2514 -0.2098
C 3.03661 2.54505 -4.93806 0.0919 0.1197 -0.0976
C -5.30346 -4.69986 3.52631 -0.3733 0.1070 -0.7710
C -4.06692 -2.66783 3.15751 -1.3549 1.4373 0.4230
C -0.11743 0.17973 -2.41312 -1.0674 -1.1982 1.1662
C -8.06611 -0.06002 -4.26886 -0.6012 0.0241 -0.1163
C -8.35289 0.28260 -2.81101 0.7739 0.7810 0.2897
C -6.86853 -1.88687 5.58378 0.1200 -0.7043 0.9541
C -6.58294 -0.27425 -4.54665 -0.6394 -0.4025 0.6610
C 0.41541 -1.28326 7.07884 0.7776 0.2297 -0.5313
C 1.56277 -2.37461 2.13182 0.9707 0.5891 -0.0918
C 4.84363 -1.29627 -0.94800 -0.5262 0.7070 0.1999
C -1.60671 -2.66100 -6.74284 0.6101 -0.1837 1.0770
C 5.60109 4.69543 -2.27871 -1.3236 -0.9383 -0.0318
C -3.27860 1.09279 0.03722 -0.4049 -0.2975 0.5835
C 4.21841 3.74914 1.80314 0.7936 0.0893 -0.0304
C 5.33867 3.75945 -1.10304 1.3030 -0.1297 0.1148
C 0.02683 -2.71440 7.40194 -1.4287 0.1082 0.9001
C 5.89365 6.98672 -1.56035 0.8728 -1.6214 0.6451
C 1.54663 -1.34197 6.07853 0.6632 -0.5466 -1.4106
C -6.88154 0.52200 0.43064 0.8971 -0.1749 0.3901
C -7.92595 -0.63538 3.88096 -1.4514 -0.7619 -0.1500
C 0.30102 -2.98932 -8.06514 0.2975 0.9159 -0.4283
C -2.78130 -4.92699 -6.17388 0.2054 0.1387 0.8569
C -7.96851 -0.54393 2.37305 1.1457 0.1276 -0.3057
C 6.36236 -1.03959 2.31935 1.0705 1.2662 0.2205
C 2.56334 3.15742 -7.40157 -0.0016 0.7513 1.0517
C 3.11402 5.73896 2.39977 -0.9117 -0.4107 -0.5503
C 0.24391 -3.08024 1.98286 -0.4411 -0.1991 -0.2729
C -1.32843 2.57330 -3.83671 -0.2836 0.2862 1.2664
C 5.57530 3.27467 1.24327 0.4228 1.3762 0.4168
C 3.42014 -0.26896 5.18237 -0.0076 0.3699 -0.1678
C 1.03534 5.64321 -2.58443 -0.8917 0.6860 -0.8326
C 2.41302 2.14622 -6.26297 -0.0233 -0.8729 -1.3095
C -1.32084 -5.99352 3.91352 -0.3848 0.1884 0.0306
C 6.71947 -2.25367 3.16411 -1.6021 0.0876 -0.0514
C -0.36466 5.31186 -2.12061 -0.8260 -0.7434 1.9093
C 1.12373 8.53954 -1.27862 0.9345 0.0055 0.1198
C -5.67816 1.38576 0.08164 -0.4055 0.5026 -0.8253
C 0.34013 1.07834 3.00649 -0.1230 0.6690 0.1770
H -8.86360 -0.07963 1.96252 -0.1733 0.0476 0.3656
H 0.40047 -6.06071 5.84489 -0.2145 0.0109 -0.0755
H 2.27855 4.15972 -7.05630 0.0186 0.0051 -0.0817
H 0.73169 -2.04688 -7.69601 0.2039 -0.2174 0.2888
H -7.97736 -0.54452 -2.20011 -0.5087 -0.0661 0.1277
H 1.48015 -0.49957 -0.53827 -0.1028 -0.0686 -0.0219
H -0.30138 2.91839 -3.65730 0.0723 -0.2228 -0.1850
H 3.01289 -0.31205 -5.19501 -0.2574 0.5774 -0.2665
H 2.77048 5.18137 3.28115 0.3938 0.1919 0.1899
H -2.60223 0.24496 -0.09735 0.0011 0.1861 -0.1068
H 3.84504 -0.86141 -0.84090 0.1430 0.1065 0.3106
H 5.54640 -0.46632 -1.11342 -0.0310 -0.0408 -0.2810
H 1.54761 -1.46580 1.52204 -0.1083 -0.2927 -0.1462
H 7.19403 -0.60993 1.74850 0.0252 -0.6911 -0.3998
H 1.14843 0.59782 3.56051 0.1335 0.1849 0.0807
H -1.82566 3.25742 -4.52549 0.0908 -0.3864 -0.4166
H 6.62345 4.66719 -2.66723 0.0815 0.3039 0.2740
H -1.20325 5.36094 -2.81448 0.4691 0.1107 -0.5772
H 5.72284 2.78575 -1.43951 -0.3548 -0.0568 0.0161
H -0.03249 -0.90353 -2.17067 0.2498 0.1048 -0.2993
H 5.41687 7.94845 -1.66944 0.0376 0.1793 -0.0848
H 3.36221 -0.97769 4.34523 0.7404 -0.0409 0.2284
H -3.16712 1.42093 1.07983 0.1609 0.3350 -0.2486
H -0.51939 -2.29507 2.07053 -0.0917 -0.2261 0.3037
H -0.68903 -5.76013 1.81731 -0.0517 -0.2986 0.2410
H -3.04328 1.89466 -0.67383 -0.0710 -0.0319 0.1073
H -2.30270 -6.44042 3.75732 -0.0141 -0.0020 -0.1248
H 6.21580 -2.42520 6.20739 -0.5466 -0.0634 0.1829
H -7.82898 1.16704 -2.41965 0.2108 -0.0710 -0.4630
H 6.26684 -0.24809 3.07306 -0.4179 -0.0171 0.0189
H 4.24507 3.45137 2.85584 -0.6998 -0.4567 -0.0304
H 3.63172 -0.37691 -3.58146 -0.1499 0.0525 -0.0696
H 0.96057 -4.64199 3.00928 0.0782 0.0534 0.0982
H -7.79973 1.05963 0.19484 -0.0853 0.0199 0.2127
H -6.20160 -2.73609 5.76758 0.1685 0.1340 -0.5237
H -0.77460 0.67485 -0.51151 0.0076 -0.1667 -0.2404
H 2.90766 1.25783 -6.67373 0.0916 -0.0274 0.3285
H 0.71699 0.42207 -3.07472 -0.1394 0.2751 -0.0369
H 2.12504 8.80562 -1.64935 -0.0167 0.3543 0.3545
H -1.58996 -2.90123 3.69750 -0.2566 0.7295 -0.4073
H 0.81119 -0.81635 7.99022 -0.2139 0.0495 -0.0525
H -0.38880 4.31494 -1.66339 0.2014 -0.1384 -0.3868
H 6.27683 3.44001 2.06845 0.0641 -0.3188 -0.0644
H -1.41484 -5.28618 4.74939 0.0443 -0.1786 0.1398
H 4.92967 4.22979 -3.01703 0.4533 0.2549 -0.3682
H -0.75367 -2.66940 8.17355 0.1326 0.0744 0.0357
H 3.83980 0.68293 4.83668 -0.6272 0.0388 -0.2887
H 1.21112 -7.52803 5.33997 -0.2110 -0.2515 -0.2197
H -6.25259 -4.15038 3.48242 -0.1285 -0.3710 0.1303
H 5.57717 2.22262 0.97872 -0.1187 -0.1839 -0.0311
H -0.38493 0.42769 6.30572 0.1983 -0.0677 1.1303
H 1.79316 -1.98951 3.13427 -0.4814 -0.3838 0.1632
H 0.60479 -3.03741 -9.10968 -0.1128 -0.2801 -0.0434
H 5.87035 5.05674 0.30087 0.1179 -0.1766 0.5730
H 1.19244 -1.75671 5.12282 -0.3920 -0.6781 0.3613
H -6.02044 -0.42851 2.00961 0.2198 0.4291 -0.1657
H 3.31142 6.78273 2.62686 0.1599 -0.0386 0.1270
H 3.60594 3.20793 -7.71538 -0.0588 0.0146 -0.2151
H -7.76968 -2.18366 6.14299 -0.1514 0.5511 -0.1043
H 6.26337 -2.37663 0.32337 -0.0335 0.1128 -0.5025
H 2.25079 0.67601 1.36789 0.2869 0.4870 -0.2660
H 2.35716 -1.99353 6.43017 -0.0539 -0.0008 0.2173
H 1.36475 2.19384 0.90795 -0.0413 -0.0611 0.0866
H -3.75152 -4.54412 -5.85330 0.0179 0.1954 -0.1572
H 6.49321 -3.20794 2.67473 0.7080 0.0055 -0.3841
H 4.04022 2.98083 -4.97669 0.0366 0.1499 -0.5896
H 4.61221 -2.87746 0.49192 -0.0977 0.3377 -0.2242
H 5.22109 -3.76251 5.39519 -0.1063 0.0792 0.5882
H -2.57673 -2.17071 -6.78303 -0.0206 0.0759 -0.2644
H 4.50004 -1.61231 2.11080 -0.3127 0.7893 0.0176
H -4.53259 1.60218 -3.07102 0.0079 -0.0737 -0.0041
H 3.95377 -3.07594 3.31959 -0.0862 -0.3891 0.0514
H -2.81929 -5.25459 -7.20859 0.0801 0.0151 -0.0488
H -3.74969 -1.48715 5.02326 -0.6438 -0.4255 -0.3000
H 0.61740 9.38548 -0.81643 -0.1038 0.2493 -0.5478
H 4.24233 -4.31711 2.04560 0.1560 -0.0007 0.2224
H -0.71922 5.91031 -1.27078 0.4263 0.4530 -0.1867
H -1.82376 2.72131 -2.86433 -0.0131 0.0336 -0.0893
H 6.48051 -3.19773 -2.02842 0.5114 0.6112 0.2308
H -5.88956 1.94792 -0.85008 0.1147 -0.0879 0.2179
H -7.95046 -1.60690 2.07389 -0.1803 0.2200 -0.3813
H -5.02706 -2.18015 2.91903 0.0120 -0.3876 -0.4796
H -2.56535 -5.77160 -5.50976 -0.2462 -0.2659 -0.3459
H 0.36679 7.12235 -4.04323 0.5954 -0.4363 -0.4375
H -8.42321 0.74713 -4.91491 -0.0528 -0.1270 -0.0810
H -3.48216 -2.88621 2.26112 -0.0038 0.0650 -0.2344
H -1.86885 -4.64298 2.39344 -0.0504 0.1327 0.1620
H 0.82039 -3.31433 7.84361 0.2198 -0.0009 -0.3736
H -0.59168 0.92834 3.55011 -0.0420 -0.4654 -0.2941
H 2.07943 7.34347 -3.41410 -0.1296 0.1704 -0.1812
H 0.44720 2.17096 2.97213 0.4093 -0.0182 0.2265
H 6.95427 -3.59520 5.17605 -0.0831 -0.0069 -0.2284
H 0.61973 2.40202 -5.41457 -0.3974 -0.2250 -0.1940
H 6.90323 6.91076 -1.98234 -0.1698 0.5217 -0.5043
H 1.29197 7.87307 -0.41766 -0.2906 -0.4004 -0.3818
H 4.64253 0.32339 -4.76418 -0.0948 0.1973 -0.5090
H -2.34600 0.57322 -2.49684 0.4706 -0.0098 0.5143
H 1.88927 2.90716 -8.21321 0.1409 -0.2103 -0.1358
H -1.30876 -4.54289 -4.05700 -0.2817 0.2973 0.4607
H 2.01087 1.12186 -1.06560 0.2243 -0.3442 -0.0930
H -5.52554 2.11976 0.88380 0.1947 -0.1718 0.0138
H -2.48703 0.32025 4.02318 0.0753 -0.3318 0.1441
H 4.13905 -0.52534 5.97530 -0.3499 -0.7225 -0.1178
H 3.35242 3.39175 1.24541 -0.1356 -0.2055 0.1200
H -6.83642 -0.38181 -0.19469 -0.1359 0.1063 -0.0449
H 6.46781 -1.62445 -3.04855 0.3992 0.0390 0.4441
H -5.14843 -5.17979 2.54495 0.2637 0.4209 -0.0570
H -7.62339 0.28494 4.38028 0.0880 0.0540 -0.0161
H -4.05998 0.33495 3.36565 -0.2349 -0.4489 -0.2391
H 6.09490 6.72952 -0.51295 -0.3524 0.5981 0.1828
H -2.23860 -2.87082 5.08639 0.6078 0.3571 0.2157
H -6.26463 -0.98039 -3.76247 0.3536 0.0353 -0.1274
H 4.25096 3.69104 -0.97121 0.0543 0.0548 0.1300
H -1.72667 -0.61981 -3.61460 0.1044 -0.1119 0.2872
H -0.96619 -0.75834 5.62470 -0.1395 -1.2412 0.6339
H -9.76074 -1.23714 -4.44389 0.0224 0.2116 -0.1174
H -6.46620 -0.77882 -5.50917 0.1330 0.2222 -0.1481
H -8.45682 -1.99691 -3.92005 -0.0403 -0.1087 -0.2780
H 5.69597 -3.11762 -3.53104 -0.1729 0.2578 -0.0219
H -0.88633 -2.99431 -4.13253 0.1238 0.1597 -0.6214
H 2.94809 -4.57086 3.21154 -0.0270 0.1187 0.0579
H -4.37752 -0.12844 -3.48143 -0.4029 0.0600 0.2476
H -0.71176 -4.44942 -6.17808 -0.2409 -0.1098 -0.0351
H -5.31705 -5.54056 4.21761 -0.1448 0.3088 0.3574
H 2.35873 3.29723 -4.52440 0.1742 0.0590 0.3245
H -8.95303 -0.93303 4.15461 0.0537 0.4769 0.4547
H 0.97117 0.84656 -5.66623 -0.2614 0.0970 0.0283
H 2.94481 5.74363 -1.89356 -0.0584 -0.2855 -0.0563
H 1.35088 -6.06671 4.37064 0.0148 -0.0747 -0.0466
H -6.38341 -1.01444 6.03490 -0.2573 0.1361 -0.0356
H -9.40051 0.53239 -2.64153 -0.1447 -0.5507 0.0101
H 0.70839 -3.84575 -7.52674 -0.0659 -0.0374 0.0932
H -0.87718 -2.02118 -6.22038 -0.3736 0.3674 0.0748
H 1.23434 4.94547 -3.40276 0.3302 0.0574 -0.1274
H 2.25090 5.69398 1.71057 0.1563 0.1087 0.0136
H -3.77265 1.03439 -4.56623 -0.4455 0.3338 -0.4211
H 0.13132 -3.46025 0.95385 0.3011 0.0771 -0.0346
H -0.49745 -3.21890 6.58806 0.5675 -0.0303 -0.3199
H -2.69721 -0.35171 2.42362 -0.1510 0.0306 0.0443
H 1.85766 6.09000 -0.79033 -0.1841 -0.3079 0.0344
H 7.73010 -2.20343 3.56783 0.0629 -0.0504 -0.0195
```
Positions in Å, forces in eV/Å.

The HOMO-LUMO gap is 9.190 eV. The calculation puts the energy above the lowest of the compared OMol25 structures with the same formula, charge and spin at 133.4 kJ/mol. The electronic energy is -107423.513 eV. The max |F| is 2.21 eV/Å.